{
  "formula": "C4H2O3",
  "method": "ωB97M-V/def2-TZVPD",
  "elements": ["C", "C", "C", "C", "O", "O", "O", "H", "H"],
  "positions_angstrom": [[-1.278, -1.016, -0.302], [-1.321, 0.941, -0.395], [-2.266, -0.028, 0.193], [-0.130, 0.057, -0.140], [-3.266, 0.036, 0.866], [-1.467, -2.051, -0.919], [-1.474, 2.053, -0.865], [0.699, -0.096, -0.771], [0.076, -0.060, 1.029]],
  "nbo_charge": [0.473, 0.449, 0.371, -0.578, -0.393, -0.439, -0.420, 0.264, 0.273],
  "gap_ha": 0.2818,
  "largest_force_ev_per_a": 5.52,
  "total_charge": 0,
  "relative_energy_kcal_mol": 64.0
}